A) The following is a quantum chemistry calculation of C40H34OOsP2S3 as an isolated structure, from OMol25.

Atoms and positions in Å:
C1 -3.939 -1.462 -1.613
H1 -3.709 0.513 2.829
C2 1.860 -2.618 -4.475
S1 0.224 1.464 -1.734
C3 -0.798 -0.754 4.466
S2 1.910 -0.396 0.565
H2 -3.971 -0.383 -1.527
H3 -2.046 -1.005 2.751
H4 -0.873 3.711 -3.235
C4 0.178 0.022 5.083
C5 -1.144 1.605 -2.879
C6 -3.250 1.372 0.904
H5 -5.554 2.582 -1.269
C7 0.803 -3.794 2.571
O1 1.496 1.573 -2.439
H6 -1.984 -2.556 -4.927
C8 1.867 -1.736 1.607
C9 -2.804 -2.102 -2.120
C10 0.005 2.880 -0.677
C11 -2.468 2.882 -4.404
C12 -5.474 1.089 1.771
H7 1.398 1.780 4.946
C13 -0.908 -2.567 -4.799
P1 -1.330 -1.139 -2.463
H8 -1.162 -1.654 4.945
C14 -2.766 -3.493 -2.215
C15 -1.033 3.935 1.200
C16 -1.850 0.444 -3.198
C17 -3.869 -4.236 -1.825
C18 -5.000 -3.599 -1.333
C19 -0.318 -1.991 -3.672
C20 0.812 -2.657 1.608
C21 0.636 1.178 4.470
H9 -5.860 -4.184 -1.035
C22 -3.779 1.963 -0.248
C23 0.407 5.193 -0.271
H10 -3.847 -5.314 -1.910
C24 -5.998 1.668 0.625
C25 -3.193 1.739 -4.719
H11 -3.999 1.794 -5.438
H12 0.715 -3.404 3.590
C26 -4.102 0.940 1.917
H13 -0.025 -4.472 2.386
H14 -1.885 -3.993 -2.598
Os1 -0.227 -0.484 -0.476
C27 -0.108 -3.167 -5.755
H15 2.657 -1.962 3.580
H16 -0.625 6.025 1.415
C28 -2.884 0.524 -4.125
C29 1.273 -3.192 -5.592
H17 1.893 -3.663 -6.343
C30 0.633 4.061 -1.041
H18 -0.559 -3.618 -6.629
H19 0.889 6.124 -0.535
H20 1.293 4.083 -1.900
C31 -0.439 5.134 0.830
C32 3.016 -1.895 2.551
C33 -1.314 -0.373 3.239
H21 2.934 -2.637 -4.353
C34 -0.877 0.809 2.632
H22 -5.918 -1.718 -0.844
H23 -2.707 3.824 -4.877
H24 1.526 -1.560 -2.640
P2 -1.459 1.173 0.964
H25 0.490 2.473 2.776
H26 -6.133 0.764 2.565
H27 0.577 -0.275 6.044
C35 1.065 -2.015 -3.511
H28 -3.124 2.321 -1.035
S3 -0.510 -2.571 0.502
H29 -7.068 1.789 0.522
C36 -5.035 -2.214 -1.226
H30 3.558 -2.820 2.335
H31 -3.453 -0.361 -4.380
H32 3.712 -1.063 2.473
C37 0.115 1.574 3.246
C38 -1.435 2.821 -3.481
C39 -0.792 2.781 0.460
H33 1.742 -4.352 2.530
C40 -5.149 2.111 -0.383
H34 -1.671 3.894 2.075

## Properties
HOMO energy (spin up / spin down): -12.37 / -14.30 eV
Total charge: +2
Multiplicity: 5

B) The following is a quantum chemistry calculation of C40H34OOsP2S3 as an isolated structure, from OMol25.

Atoms and positions in Å:
C1 0.899 5.429 1.803
C2 0.243 3.223 1.115
H1 0.106 -0.359 -3.468
H2 -4.402 -0.655 4.128
C3 4.961 0.685 0.018
H3 2.135 4.137 0.627
C4 -1.057 0.068 4.158
C5 1.794 -1.219 -4.468
C6 2.275 1.380 0.073
C7 0.515 2.838 -2.394
H4 -3.659 0.654 5.051
O1 -3.512 1.218 -0.251
C8 -4.280 -2.233 -2.780
H5 -2.964 1.387 -3.295
H6 -3.565 -4.112 -3.524
C9 2.102 -2.812 -2.200
C10 0.915 -1.081 -3.409
H7 -1.733 2.597 1.741
C11 -2.048 -3.082 -2.417
H8 -0.220 -0.211 6.099
P1 -0.110 -1.657 -0.937
Os1 -0.717 -0.133 1.032
C12 -0.754 -3.828 0.746
H9 2.222 -3.440 -1.327
C13 2.828 -2.148 -4.396
C14 -0.142 2.017 -1.481
C15 1.382 -2.723 1.089
C16 0.729 -4.552 2.496
H10 -3.337 -1.019 5.495
C17 -2.704 -0.955 -1.545
S1 -2.290 0.521 -0.646
C18 4.401 1.193 1.185
C19 -1.736 -1.947 -1.677
C20 4.178 0.511 -1.115
H11 1.479 3.264 -2.145
H12 2.627 1.927 2.132
H13 1.674 -0.608 -5.353
P2 0.514 1.709 0.189
C21 -0.801 0.542 5.560
H14 0.453 3.755 -4.325
C22 -1.264 4.566 2.426
H15 5.012 1.324 2.068
C23 -0.983 3.384 1.762
H16 -4.714 -0.301 -1.905
H17 3.513 -2.257 -5.227
C24 1.070 -1.884 -2.274
H18 0.942 -5.221 3.319
H19 -1.721 0.714 6.111
H20 -0.217 1.461 5.555
H21 -1.305 -3.857 -2.563
H22 2.587 -3.489 2.684
H23 2.234 0.714 -1.979
C25 -1.314 2.597 -3.950
C26 2.980 -2.942 -3.270
H24 -5.269 -2.360 -3.199
C27 2.835 0.853 -1.091
C28 -0.066 3.117 -3.622
H25 -0.538 6.509 2.970
H26 -1.765 2.833 -4.904
H27 3.777 -3.671 -3.222
C29 -3.320 -3.222 -2.961
C30 -2.312 -0.367 3.735
C31 -3.979 -1.079 -2.066
S2 0.307 -0.005 3.138
C32 3.060 1.537 1.219
H28 6.012 0.430 -0.008
H29 -2.217 4.696 2.921
C33 -1.987 1.784 -3.053
H30 4.614 0.112 -2.022
C34 -3.500 -0.347 4.648
C35 1.656 -3.580 2.140
C36 -1.386 1.494 -1.834
C37 -0.320 5.586 2.449
H31 1.629 6.226 1.822
C38 1.183 4.251 1.131
H32 2.102 -1.958 0.810
S3 -2.565 -1.052 2.175
H33 -1.691 -3.922 0.212
C39 0.179 -2.854 0.372
H34 -1.188 -5.431 2.092
C40 -0.472 -4.672 1.806

## Properties
HOMO energy (spin up / spin down): -12.43 / -14.08 eV
Total charge: +2
Multiplicity: 5

Looking at the structures above, A) is most stable, and the difference to the next one is 0.350 eV.